*A*
The following is a quantum chemistry calculation of a 11-piece molecular cluster, C11H44O11 overall, from the Open Molecules 2025 dataset.

Each line ends with the Mulliken charge.
Element x y z (Å)
C1 -0.681 -1.765 4.616  -0.21
O1 -2.082 -1.598 4.761  -0.49
H1 -0.101 -0.880 4.878  0.05
H2 -0.228 -2.592 5.164  0.36
H3 -0.492 -1.929 3.555  0.04
H4 -2.424 -2.490 4.663  0.30
C2 3.289 -2.077 -0.754  0.30
O2 4.305 -3.040 -0.442  -0.58
H5 2.801 -1.653 0.123  -0.03
H6 3.642 -1.248 -1.367  0.11
H7 2.471 -2.567 -1.283  -0.13
H8 4.003 -3.884 -0.784  0.34
C3 2.721 1.346 -0.124  -0.10
O3 3.221 2.437 0.660  -0.60
H9 2.753 0.468 0.521  0.06
H10 1.716 1.534 -0.503  0.02
H11 3.369 1.156 -0.979  0.23
H12 2.786 2.526 1.511  0.45
C4 -0.519 3.346 0.680  -0.14
O4 -1.332 3.633 -0.442  -0.58
H13 -0.233 4.256 1.206  0.26
H14 -1.005 2.629 1.342  0.11
H15 0.468 2.956 0.431  -0.05
H16 -1.380 2.826 -0.960  0.53
C5 -0.228 -0.625 0.838  -0.73
O5 -0.065 -0.650 -0.549  0.39
H17 -0.280 0.374 1.273  0.00
H18 -1.147 -1.132 1.130  0.35
H19 0.604 -1.125 1.334  0.27
H20 -0.221 -1.575 -0.754  0.04
O6 -0.362 -3.241 -1.305  -0.71
H21 -0.088 -4.040 -0.854  0.28
H22 0.229 -3.174 -2.055  0.20
O7 -4.189 -1.388 0.291  -0.62
H23 -4.599 -0.657 0.753  0.29
H24 -3.959 -2.010 0.981  0.27
O8 -3.224 -2.736 -1.987  -0.66
H25 -2.300 -2.685 -1.745  0.32
H26 -3.672 -2.184 -1.346  0.38
C6 0.763 3.573 4.556  -1.30
C7 0.928 2.133 4.211  0.02
O9 1.928 2.116 3.233  -0.48
H27 0.386 4.223 3.768  0.23
H28 1.715 3.980 4.900  0.31
H29 0.126 3.771 5.418  0.40
H30 0.059 1.687 3.727  0.16
H31 1.152 1.545 5.101  0.36
H32 2.188 1.193 3.213  0.23
C8 -3.465 1.541 -3.135  -1.43
C9 -2.429 0.714 -2.454  0.45
O10 -1.243 1.373 -1.897  -0.62
H33 -3.794 2.344 -2.475  0.35
H34 -4.362 0.965 -3.362  0.40
H35 -3.069 1.981 -4.051  0.33
H36 -2.079 -0.002 -3.197  0.12
H37 -2.910 0.131 -1.668  0.01
H38 -0.627 0.693 -1.615  0.16
C10 1.637 -0.234 -3.796  -0.76
C11 0.885 -1.466 -4.292  -0.20
O11 1.485 -2.696 -3.960  -0.59
H39 2.673 -0.302 -4.127  0.40
H40 1.683 -0.064 -2.721  -0.23
H41 1.358 0.681 -4.320  0.43
H42 0.715 -1.524 -5.367  0.39
H43 -0.139 -1.522 -3.924  0.22
H44 0.870 -3.377 -4.245  0.33

Calculated values
Lowest unoccupied orbital energy (eV): -0.3
Multiplicity: 1
Structure (SMILES): CCO.CCO.CCO.CO.CO.CO.CO.CO.O.O.O
Kohn-Sham gap (eV): 9.064

---

*B*
The following is a quantum chemistry calculation of C11H44O11 as an isolated structure, from the Open Molecules 2025 dataset.

Each line ends with the Mulliken charge.
Element x y z (Å)
C1 -0.798 2.663 -1.614  -0.37
O1 -0.293 2.844 -0.316  -0.57
H1 -0.647 1.615 -1.874  0.12
H2 -1.825 3.023 -1.684  0.42
H3 -0.151 3.259 -2.257  -0.05
H4 -0.984 2.697 0.335  0.36
C2 0.678 0.501 -3.478  -0.77
O2 0.563 -0.478 -2.451  -0.53
H5 -0.122 0.474 -4.218  0.32
H6 0.746 1.532 -3.128  0.24
H7 1.646 0.425 -3.973  0.47
H8 0.418 0.001 -1.632  -0.05
C3 1.684 2.775 -2.253  -0.38
O3 2.677 2.136 -2.956  -0.55
H9 2.107 3.545 -1.608  0.47
H10 0.970 3.128 -2.997  0.73
H11 1.281 2.007 -1.593  -1.01
H12 2.691 2.394 -3.881  0.36
C4 -1.611 -1.428 2.265  -0.57
O4 -2.909 -1.011 2.714  -0.75
H13 -1.696 -2.446 1.884  0.31
H14 -1.348 -0.595 1.612  -0.43
H15 -0.959 -1.412 3.139  0.84
H16 -3.472 -0.689 2.006  0.47
C5 0.617 -1.774 2.787  -0.99
O5 1.627 -0.836 3.177  -0.58
H17 -0.071 -1.583 1.964  1.11
H18 1.090 -2.714 2.501  0.47
H19 -0.068 -2.056 3.587  0.47
H20 2.437 -1.346 3.247  0.39
C6 -2.089 -2.123 -0.096  -0.37
O6 -3.005 -1.239 -0.700  -0.77
H21 -2.407 -2.554 0.853  0.72
H22 -1.759 -2.940 -0.737  0.75
H23 -1.257 -1.435 0.053  2.07
H24 -3.143 -0.473 -0.138  0.65
C7 0.193 -0.472 -0.157  -4.37
O7 0.447 0.792 -0.827  -1.24
H25 -0.236 -0.478 0.846  -2.34
H26 -0.407 -1.173 -0.737  1.16
H27 1.134 -1.022 -0.166  1.37
H28 1.026 1.235 -0.202  1.16
C8 0.068 -2.944 -0.250  -0.77
O8 0.663 -4.122 -0.705  -0.64
H29 0.867 -2.369 0.219  0.25
H30 -0.295 -2.379 -1.108  1.09
H31 -0.756 -3.045 0.457  0.44
H32 1.078 -4.500 0.075  0.38
C9 -2.744 0.802 0.718  -0.38
O9 -3.610 -0.283 0.680  -0.61
H33 -2.902 1.402 1.614  0.34
H34 -1.708 0.465 0.752  0.22
H35 -2.881 1.521 -0.090  0.57
H36 -4.459 0.155 0.779  0.45
C10 3.141 0.832 -0.590  -0.96
O10 3.252 0.278 0.739  -0.82
H37 4.087 0.788 -1.128  0.41
H38 2.441 0.245 -1.185  0.28
H39 2.815 1.869 -0.668  0.24
H40 2.323 0.359 0.969  2.00
C11 0.855 1.335 1.998  -0.69
O11 1.391 0.311 1.174  -1.47
H41 -0.121 1.063 2.401  0.21
H42 1.548 1.713 2.750  0.33
H43 0.603 2.195 1.378  0.33
H44 1.566 -0.458 1.722  0.11

Calculated values
Lowest unoccupied orbital energy (eV): -0.1
Multiplicity: 1
Kohn-Sham gap (eV): 8.188

---

*C*
The following is a quantum chemistry calculation of C11H44O11 as an isolated structure, from the Open Molecules 2025 dataset.

Each line ends with the Mulliken charge.
Element x y z (Å)
C1 0.285 0.228 -0.036  -0.05
O1 1.681 -0.061 0.093  -0.49
H1 0.065 0.232 -1.103  0.12
H2 -0.339 -0.569 0.369  0.87
H3 0.077 1.225 0.352  -1.64
H4 1.778 -0.970 -0.199  0.31
C2 -2.336 1.123 -0.645  -1.70
O2 -2.316 0.713 0.713  -0.22
H5 -3.328 0.909 -1.043  0.31
H6 -2.245 2.195 -0.821  0.38
H7 -1.553 0.660 -1.245  -0.41
H8 -2.205 -0.235 0.610  0.39
C3 4.189 -0.850 0.433  -0.53
O3 4.702 -0.917 -0.868  -0.57
H9 4.952 -1.059 1.183  0.43
H10 3.655 0.081 0.623  0.29
H11 3.429 -1.614 0.596  0.11
H12 5.450 -0.332 -1.011  0.31
C4 -0.001 -3.428 1.131  -0.69
O4 1.176 -2.622 0.955  -0.64
H13 -0.294 -3.523 2.177  0.31
H14 -0.866 -2.972 0.651  0.16
H15 0.156 -4.409 0.683  0.31
H16 1.382 -2.567 0.019  0.57
C5 -1.234 0.481 2.572  -0.28
O5 -0.528 0.030 3.735  -0.66
H17 -1.566 1.517 2.513  0.87
H18 -0.616 0.207 1.717  -0.81
H19 -2.101 -0.157 2.403  0.49
H20 0.042 -0.725 3.573  0.35
C6 0.456 3.040 -1.220  -0.51
O6 -0.871 3.520 -1.578  -0.56
H21 0.891 2.431 -2.012  0.27
H22 1.160 3.869 -1.149  0.37
H23 0.498 2.424 -0.322  1.16
H24 -0.902 3.581 -2.536  0.37
C7 0.996 -3.522 -1.466  -1.13
O7 1.511 -2.282 -0.971  -0.45
H25 1.335 -4.407 -0.929  0.39
H26 -0.088 -3.639 -1.450  0.50
H27 1.207 -3.661 -2.526  0.42
H28 2.429 -2.236 -1.248  0.33
C8 -1.609 3.245 1.348  -1.17
O8 -2.818 2.599 1.566  -0.80
H29 -1.756 4.192 0.829  0.40
H30 -1.096 3.531 2.266  0.37
H31 -0.863 2.691 0.778  -0.18
H32 -2.809 1.747 1.122  0.79
C9 -0.885 0.704 -3.226  0.78
O9 -1.743 0.139 -4.178  -0.63
H33 -0.802 0.099 -2.322  0.07
H34 0.109 0.821 -3.657  0.42
H35 -1.217 1.726 -3.043  0.02
H36 -2.546 -0.153 -3.741  0.32
C10 1.359 1.494 2.342  -0.63
O10 2.344 1.332 1.356  -0.89
H37 0.536 2.084 1.938  0.18
H38 1.075 0.489 2.654  0.09
H39 1.797 1.983 3.212  0.41
H40 1.960 0.797 0.656  1.64
C11 -1.763 -1.902 -0.794  -1.02
O11 -2.116 -1.177 0.357  -0.38
H41 -0.764 -2.332 -0.727  0.21
H42 -2.443 -2.751 -0.869  0.38
H43 -1.893 -1.244 -1.653  0.18
H44 -2.171 -1.825 1.063  0.41

Calculated values
Lowest unoccupied orbital energy (eV): -0.2
Multiplicity: 1
Kohn-Sham gap (eV): 7.847

---

Sorted by energy, starting with the most stable: *A*, *C*, *B*.

---

*A*
The following is a quantum chemistry calculation of a 2-piece molecular cluster, C4H15N2O2 overall, from the Open Molecules 2025 dataset.

Each line ends with the Mulliken charge.
Element x y z (Å)
C1 -0.965 1.367 -0.557  -0.92
O1 -0.809 2.630 0.108  -0.54
C2 -0.254 0.269 0.321  -0.11
C3 -0.039 -0.918 -0.629  -0.56
C4 1.399 -1.278 -0.974  -0.90
N1 2.288 -1.608 0.139  -0.55
N2 1.068 0.948 0.630  -0.25
H1 -0.457 1.596 -1.509  0.39
H2 -1.994 1.028 -0.521  0.52
H3 -1.676 3.024 0.199  0.32
H4 -0.845 0.047 1.203  0.55
H5 -0.650 -0.662 -1.506  0.42
H6 -0.552 -1.785 -0.213  0.31
H7 1.936 -0.448 -1.498  0.34
H8 1.412 -2.012 -1.798  0.44
H9 1.604 0.287 1.202  0.36
H10 3.090 -2.072 -0.278  0.27
H11 1.917 -2.343 0.740  0.22
H12 0.919 1.785 1.201  0.36
H13 1.494 1.258 -0.239  0.32
H14 -2.757 0.198 1.883  0.33
H15 -3.467 -0.776 0.832  0.29
O2 -2.661 -0.537 1.264  -0.62

Calculated values
Charge: +1
Lowest unoccupied orbital energy (eV): -2.9
Multiplicity: 1
Kohn-Sham gap (eV): 10.704

---

*B*
The following is a quantum chemistry calculation of a 3-piece molecular cluster, C4H15N2O2 overall, from the Open Molecules 2025 dataset.

Each line ends with the Mulliken charge.
Element x y z (Å)
C1 0.170 -0.917 -1.568  -0.79
O1 0.510 -1.815 -0.536  -0.42
C2 0.126 0.628 -1.101  0.24
C3 1.513 0.826 -0.376  -0.79
C4 1.777 2.307 -0.147  -0.47
N1 2.840 2.467 0.808  -0.49
N2 -0.935 0.595 -0.266  -0.22
H1 1.018 -1.090 -2.228  0.43
H2 -0.800 -1.161 -1.986  0.41
H3 -0.277 -1.896 0.016  0.33
H4 0.070 1.263 -1.995  0.50
H5 1.316 0.269 0.547  0.44
H6 2.283 0.287 -0.918  0.39
H7 2.097 2.761 -1.098  0.27
H8 0.797 2.741 0.098  0.34
H9 -2.140 -1.774 -0.063  -0.13
H10 2.856 3.369 1.248  0.23
H11 2.955 1.709 1.450  0.22
H12 -2.421 -1.626 0.605  0.15
H13 -1.696 1.194 -0.624  0.34
H14 -4.220 -3.349 3.460  0.32
H15 -4.162 -3.622 1.980  0.33
O2 -3.678 -3.164 2.696  -0.64

Calculated values
Charge: +1
Lowest unoccupied orbital energy (eV): -8.3
Multiplicity: 1
Kohn-Sham gap (eV): 4.564

---

Sorted by energy, starting with the most stable: *A*, *B*.

---

*A*
The following is a quantum chemistry calculation of a 3-piece molecular cluster, C4H15N2O2 overall, from the Open Molecules 2025 dataset.

Each line ends with the Mulliken charge.
Element x y z (Å)
N1 -0.607 0.221 2.577  -0.65
C1 0.159 -0.488 -0.478  -0.03
C2 -1.125 -0.619 -1.051  -0.51
C3 -0.954 -1.701 -2.244  -0.57
O1 -2.209 -1.896 -2.803  -0.46
C4 1.181 0.423 -0.992  -0.64
N2 1.894 1.240 -0.038  -0.55
H1 -1.394 0.786 2.282  0.27
H2 -0.077 -0.052 1.764  0.20
H3 -0.964 -0.604 3.044  0.28
H4 0.512 -1.337 0.110  0.52
H5 -1.548 0.292 -1.478  0.35
H6 -1.849 -1.018 -0.347  0.37
H7 -0.587 -2.646 -1.839  0.38
H8 -0.372 -1.205 -3.014  0.37
H9 -2.724 -2.496 -2.243  0.35
H10 1.894 -0.240 -1.529  0.28
H11 0.799 1.030 -1.815  0.49
H12 2.016 0.870 0.906  0.29
H13 1.528 2.176 0.023  0.27
H14 2.142 2.861 3.039  0.30
H15 0.891 2.040 3.444  0.33
O2 1.394 2.364 2.681  -0.64

Calculated values
Charge: +1
Lowest unoccupied orbital energy (eV): -6.7
Multiplicity: 1
Kohn-Sham gap (eV): 6.921

---

*B*
The following is a quantum chemistry calculation of a 2-piece molecular cluster, C4H15N2O2 overall, from the Open Molecules 2025 dataset.

Each line ends with the Mulliken charge.
Element x y z (Å)
N1 0.085 1.273 -0.858  -0.22
C1 -1.006 1.221 0.266  -0.51
C2 -0.178 1.265 1.586  -0.72
N2 0.781 0.204 1.689  -0.14
C3 0.203 -1.169 1.345  -0.72
C4 0.666 -2.030 0.157  -0.18
O1 1.512 -1.466 -0.795  -0.58
H1 0.832 0.501 -0.702  0.10
H2 0.697 2.175 -0.814  0.42
H3 -0.265 1.107 -1.794  0.43
H4 -1.717 2.100 0.027  0.38
H5 -1.677 0.394 0.204  0.29
H6 0.302 2.273 1.681  0.43
H7 -0.993 1.177 2.472  0.26
H8 1.733 0.371 1.948  0.21
H9 0.500 -1.878 2.149  0.40
H10 -0.867 -1.233 1.407  0.33
H11 -0.298 -2.303 -0.377  0.22
H12 1.049 -3.111 0.600  0.26
H13 2.212 -0.772 -0.560  0.35
H14 -0.710 -0.596 -3.183  0.32
H15 -1.635 0.371 -3.603  0.27
O2 -1.228 0.126 -2.845  -0.61

Calculated values
Charge: +1
Lowest unoccupied orbital energy (eV): -3.2
Multiplicity: 1
Kohn-Sham gap (eV): 9.509

---

*C*
The following is a quantum chemistry calculation of C4H15N2O2 as an isolated structure, from the Open Molecules 2025 dataset.

Each line ends with the Mulliken charge.
Element x y z (Å)
C1 4.385 -0.150 -0.631  -0.20
C2 4.360 1.048 0.298  -1.01
C3 -3.348 0.239 0.098  0.25
C4 -3.301 -1.056 -0.623  -1.13
N1 -2.677 0.352 1.278  -0.27
N2 3.149 -0.722 -0.815  -0.10
H1 5.147 -0.908 -0.345  0.40
H2 4.717 0.214 -1.669  0.35
H3 5.178 1.763 0.278  0.36
H4 3.990 0.753 1.277  0.31
H5 -3.837 -1.811 -0.025  0.36
H6 -2.261 -1.384 -0.712  0.33
H7 -2.599 1.040 -0.532  0.23
H8 -4.317 0.740 0.168  0.33
H9 -2.210 -0.567 1.617  0.38
H10 3.546 1.661 -0.156  0.31
H11 3.371 -1.714 -1.006  0.35
H12 -2.004 1.128 1.309  0.34
H13 -2.066 2.938 -1.134  0.31
O1 -1.941 2.085 -0.694  -0.69
H14 -1.644 -2.614 2.198  0.23
H15 -3.746 -0.959 -1.617  0.39
O2 -1.891 -2.076 1.436  -0.83

Calculated values
Charge: +1
Lowest unoccupied orbital energy (eV): -8.8
Multiplicity: 1
Kohn-Sham gap (eV): 2.422

---

*D*
The following is a quantum chemistry calculation of a 3-piece molecular cluster, C4H15N2O2 overall, from the Open Molecules 2025 dataset.

Each line ends with the Mulliken charge.
Element x y z (Å)
C1 -2.160 1.799 0.192  -0.39
C2 -0.897 1.871 1.136  -1.01
C3 0.184 0.902 0.785  -0.13
C4 0.383 -0.322 1.298  -0.19
N1 1.604 -1.010 0.922  -0.06
N2 -2.125 0.700 -0.770  -0.42
H1 -2.199 2.787 -0.272  0.22
H2 -3.108 1.627 0.695  0.34
H3 -1.171 1.848 2.192  0.39
H4 -0.423 2.848 1.023  0.35
H5 0.862 1.216 -0.003  0.33
H6 -0.498 -0.761 1.736  0.33
H7 1.962 -0.533 0.082  0.21
H8 2.420 -1.036 1.529  0.40
H9 1.398 -1.921 0.478  0.31
H10 -1.694 0.789 -1.669  0.16
H11 -2.949 0.113 -0.767  0.18
H12 0.380 -4.403 -0.157  0.32
H13 0.311 -3.334 -1.305  0.30
O1 0.612 -3.481 -0.405  -0.66
H14 3.144 0.033 -2.002  0.33
H15 1.791 0.404 -2.702  0.31
O2 2.173 -0.137 -2.015  -0.66

Calculated values
Charge: +1
Lowest unoccupied orbital energy (eV): -2.9
Multiplicity: 1
Kohn-Sham gap (eV): 9.154

---

Sorted by energy, starting with the most stable: *D*, *B*, *A*, *C*.